1.
{
  "formula": "C7H12NO",
  "method": "ωB97M-V with the def2-TZVPD basis set",
  "elements": ["C", "C", "C", "C", "N", "O", "C", "C", "C", "H", "H", "H", "H", "H", "H", "H", "H", "H", "H", "H", "H"],
  "positions_angstrom": [[-1.97784, 0.75684, 0.30405], [-0.62508, 0.66422, -0.43253], [0.19537, 1.94999, -0.33065], [1.45212, 1.59306, 0.09180], [1.80411, 0.28383, 0.36158], [2.87280, -0.45469, 0.21898], [0.27817, -0.48519, -0.05827], [0.69764, -1.40914, -1.18631], [-0.31822, -1.25818, 1.13278], [-2.46910, 1.56216, -0.09611], [-1.81749, 0.63549, 1.33754], [-2.49839, -0.13765, 0.02545], [-0.80224, 0.55829, -1.46654], [-0.34606, 2.79172, 0.01132], [2.11156, 2.36067, 0.46941], [1.80855, -1.72366, -0.81610], [0.82448, -0.91082, -2.21072], [0.10071, -2.33243, -1.45494], [-1.19821, -1.67352, 0.62750], [-0.38704, -0.71542, 2.06836], [0.29415, -2.05554, 1.40339]],
  "smiles": "C[C@H]1C=CN([O-])C1(C)C",
  "total_charge": -1,
  "relative_energy_kj_mol": 215.0
}

2.
{
  "formula": "C7H12NO",
  "method": "ωB97M-V with the def2-TZVPD basis set",
  "elements": ["C", "C", "C", "C", "O", "C", "C", "N", "C", "H", "H", "H", "H", "H", "H", "H", "H", "H", "H", "H", "H"],
  "positions_angstrom": [[0.60360, 0.19610, -2.50040], [1.04255, 0.54034, -1.21203], [0.30578, 0.54960, 0.02052], [0.94963, 1.46581, 1.01088], [-1.17639, 1.37882, -0.22924], [-1.95296, 0.71309, 0.54465], [-1.57904, -0.42180, 1.06423], [-0.12380, -0.76061, 0.76920], [0.09657, -2.05644, 0.13525], [1.24695, 0.20648, -3.35529], [-0.53624, 0.08543, -2.68052], [2.02972, 0.91410, -1.09362], [2.06115, 1.26416, 0.86708], [0.63040, 1.16185, 2.10569], [0.79414, 2.53801, 0.94496], [-2.98962, 1.27296, 0.67064], [-2.20141, -1.11158, 1.53672], [0.35992, -0.78441, 1.61675], [-0.37531, -2.18299, -0.81586], [1.19920, -2.10271, -0.15255], [-0.38484, -2.86618, 0.75295]],
  "smiles": "C=C[C@@]1(C)OC=C[N@H+]1C",
  "total_charge": 1,
  "relative_energy_kj_mol": 351.2
}

3.
{
  "formula": "C7H12NO2",
  "method": "ωB97M-V with the def2-TZVPD basis set",
  "elements": ["C", "C", "C", "C", "C", "C", "C", "N", "O", "O", "H", "H", "H", "H", "H", "H", "H", "H", "H", "H", "H", "H"],
  "positions_angstrom": [[-2.76296, 0.36289, 1.87864], [-2.02639, -0.44477, 0.94845], [-2.18669, 1.63397, 1.72502], [-1.02539, 0.28789, 0.39679], [0.24720, 1.02572, -1.66125], [2.56127, -1.06635, -0.64040], [-0.22412, -0.01184, -0.74553], [1.72083, -0.27909, 0.36362], [-1.14492, 1.56105, 0.84171], [-0.08239, -1.17816, -1.26420], [-3.52462, 0.11201, 2.57326], [-2.11897, -1.61989, 0.99676], [-2.48572, 2.65028, 2.01549], [0.06675, 1.99884, -1.31029], [-0.22826, 0.96186, -2.60153], [1.33782, 0.69712, -1.92838], [2.41540, -2.18924, -0.47574], [2.32570, -0.95060, -1.69631], [3.66305, -1.15677, -0.39447], [1.53572, -0.78466, 1.19158], [2.38088, 0.42418, 0.66152], [-0.44417, -2.03443, -0.87476]],
  "total_charge": 1,
  "relative_energy_kj_mol": 279.2
}

4.
{
  "formula": "C7H12NO2S",
  "method": "ωB97M-V with the def2-TZVPD basis set",
  "elements": ["C", "C", "C", "C", "C", "C", "C", "N", "O", "O", "S", "H", "H", "H", "H", "H", "H", "H", "H", "H", "H", "H", "H"],
  "positions_angstrom": [[0.74393, -0.44701, 1.90900], [-0.67553, -0.57389, -0.09670], [-4.24443, -0.12121, -0.76812], [2.01644, 1.34535, -0.22476], [3.47640, -0.60272, 0.46697], [-2.76420, 0.09486, -1.24516], [2.59946, 0.53242, 0.91461], [-0.22313, -0.59182, 1.10736], [-0.47438, -1.38636, -1.02356], [-1.81485, 0.27938, -0.17694], [0.91032, -0.88990, 3.42642], [-4.90304, 0.02823, -1.66949], [-4.31646, -1.13424, -0.31220], [-4.43573, 0.69498, -0.07056], [1.52245, 2.31845, 0.13407], [1.15828, 0.70313, -0.59979], [2.66885, 1.36413, -1.06769], [4.51824, -0.24760, 0.01582], [3.66673, -1.19234, 1.38261], [2.95292, -1.28145, -0.31139], [-2.68068, 0.96979, -1.94182], [-2.61278, -0.88713, -1.63948], [2.91118, 1.02496, 1.79079]],
  "total_charge": -1,
  "relative_energy_kj_mol": 103.0
}

5.
{
  "formula": "C7H12NO3",
  "method": "ωB97M-V with the def2-TZVPD basis set",
  "elements": ["C", "C", "C", "C", "C", "C", "C", "N", "O", "O", "O", "H", "H", "H", "H", "H", "H", "H", "H", "H", "H", "H", "H"],
  "positions_angstrom": [[1.54602, -0.95192, -2.69216], [1.01311, 0.30777, -2.43156], [1.38342, -1.70010, -1.51722], [0.62665, 0.24462, -1.07552], [-0.29095, -2.59623, 2.36743], [-1.36565, 3.25774, -0.30297], [-0.10879, 1.20773, -0.35967], [-0.65000, 0.87851, 0.78005], [0.82033, -0.97685, -0.56123], [0.25580, -1.30512, 2.29088], [-0.35541, 2.36184, -0.89347], [1.97510, -1.27519, -3.66957], [0.93561, 1.10916, -3.18126], [1.63998, -2.77356, -1.33435], [-0.99325, -2.51778, 3.33295], [0.29043, -3.40416, 2.60777], [-0.93598, -2.71356, 1.39397], [-2.35493, 2.89983, -0.10039], [-1.16529, 4.08406, -1.02417], [-0.91652, 3.47152, 0.74916], [0.39114, -1.04276, 3.15722], [-0.32461, 0.03966, 1.24764], [-1.41619, 1.39479, 1.21648]],
  "total_charge": 1,
  "relative_energy_kj_mol": 100.2
}

6.
{
  "formula": "C7H12NS2",
  "method": "ωB97M-V with the def2-TZVPD basis set",
  "elements": ["C", "C", "C", "C", "C", "C", "C", "N", "S", "S", "H", "H", "H", "H", "H", "H", "H", "H", "H", "H", "H", "H"],
  "positions_angstrom": [[-1.94470, -1.04025, 0.38369], [-0.92592, -1.96989, 0.42215], [-1.63509, 0.39829, 0.44648], [0.47571, -1.45207, 0.52985], [-0.30014, 0.93865, 0.66911], [0.70448, -0.14919, 0.57206], [-0.09806, 2.18197, 1.44865], [0.87140, -0.37362, -2.34795], [-0.92026, 1.35461, -1.04035], [2.38865, 0.38623, 0.55137], [-2.97710, -1.30984, 0.30393], [-1.14801, -3.01739, 0.56352], [-2.34567, 0.95059, 1.00236], [1.18726, -2.23405, 0.32934], [0.15942, 1.95097, 2.46466], [-0.94013, 2.93461, 1.33449], [0.87198, 2.54332, 1.21145], [0.87503, -0.55386, -3.34570], [0.84711, -1.20356, -1.76925], [1.72722, 0.14659, -2.20687], [0.15271, 0.32417, -1.82107], [2.97409, -0.80628, 0.29809]],
  "total_charge": 1,
  "relative_energy_kj_mol": 75.7
}